1.
Molecular formula: C4H8N2O2
Method: DFT, ωB97M-V/def2-TZVPD

Structure (XYZ):
```
16
Properties=species:S:1:pos:R:3:nbo_charge:R:1
C -2.49 0.82 0.62 0.13
N -1.66 -0.75 -0.07 -0.48
C -0.41 -0.87 0.06 0.03
C 0.50 -0.62 -1.07 0.60
N 1.87 -0.58 -0.73 -0.62
C 2.35 0.35 0.30 -0.42
O 0.18 -0.36 -2.20 -0.54
O -3.49 1.00 -0.07 -0.57
H -2.88 0.45 1.66 0.05
H -1.78 -0.57 -1.07 0.38
H -1.66 0.92 1.31 0.25
H -0.06 -1.29 0.99 0.20
H 2.21 -0.20 -1.62 0.38
H 1.64 0.26 1.13 0.19
H 3.32 0.01 0.65 0.21
H 2.36 1.43 0.11 0.20
```

Output
2S+1   1
F_max   6.92 eV/Å
Gap between HOMO and LUMO   6.8 eV
Relative energy (zero: lowest compared OMol25 entry of this formula, charge and spin)   151.56 kcal per mole
Energy   -417.0144 Eh

2.
Molecular formula: C4H2
Method: DFT, ωB97M-V/def2-TZVPD

Structure (XYZ):
```
6
Properties=species:S:1:pos:R:3:nbo_charge:R:1
C -0.22 0.05 -0.20 0.32
C -0.05 0.36 1.05 -0.53
C -0.15 -0.38 -1.42 -0.54
C 0.17 -0.90 -2.54 0.21
H -0.63 0.99 1.72 0.26
H 0.87 -0.12 1.39 0.27
```

Output
2S+1   1
F_max   0.67 eV/Å
Gap between HOMO and LUMO   8.2 eV
Relative energy (zero: lowest compared OMol25 entry of this formula, charge and spin)   46.43 kcal per mole
Energy   -153.4071 Eh

3.
Molecular formula: C4H11NO2
Method: DFT, ωB97M-V/def2-TZVPD

Structure (XYZ):
```
18
Properties=species:S:1:pos:R:3:nbo_charge:R:1
C -0.15 -0.13 -0.42 0.08
C 0.69 0.71 0.60 -0.14
C -1.35 0.71 -0.87 -0.61
C 0.75 -0.47 -1.62 -0.61
N -0.64 -1.38 0.15 -0.83
O 1.44 -0.01 1.46 -0.25
O 0.38 0.07 2.77 -0.54
H 0.78 -0.09 3.63 0.47
H 0.15 -1.92 0.49 0.36
H -1.23 -1.19 0.96 0.36
H 1.29 1.51 0.15 0.19
H -0.06 1.14 1.36 0.25
H -1.02 1.66 -1.28 0.21
H -1.91 0.17 -1.64 0.22
H -2.02 0.90 -0.04 0.21
H 0.19 -1.07 -2.33 0.22
H 1.09 0.44 -2.11 0.20
H 1.62 -1.04 -1.28 0.21
```

Output
2S+1   1
F_max   3.90 eV/Å
Gap between HOMO and LUMO   8.6 eV
Relative energy (zero: lowest compared OMol25 entry of this formula, charge and spin)   107.29 kcal per mole
Energy   -364.0972 Eh

4.
Molecular formula: C2H10N2O
Method: DFT, ωB97M-V/def2-TZVPD

Structure (XYZ):
```
15
Properties=species:S:1:pos:R:3:nbo_charge:R:1
N -0.74 -1.71 -1.40 -1.10
H -0.44 -2.64 -1.68 0.36
H -0.61 -1.62 -0.39 0.39
H 0.16 0.28 -1.49 0.50
H -1.76 -1.68 -1.47 0.36
C -0.95 0.41 1.44 -0.43
N 0.34 -0.16 0.99 -0.67
C 1.13 0.71 0.14 0.10
O 0.48 1.10 -1.07 -0.74
H -0.79 1.43 1.83 0.17
H -1.43 -0.20 2.19 0.20
H -1.62 0.51 0.57 0.20
H 0.89 -0.38 1.81 0.36
H 2.12 0.16 -0.12 0.16
H 1.35 1.66 0.72 0.14
```

Output
SMILES   CNCO.N
2S+1   1
F_max   1.94 eV/Å
Gap between HOMO and LUMO   10.1 eV
Relative energy (zero: lowest compared OMol25 entry of this formula, charge and spin)   9.37 kcal per mole
Energy   -266.9293 Eh

5.
Molecular formula: C2H2N2O
Method: DFT, ωB97M-V/def2-TZVPD

Structure (XYZ):
```
7
Properties=species:S:1:pos:R:3:nbo_charge:R:1
O 0.84 1.24 0.02 -0.46
C 1.16 -1.07 -0.08 0.25
N -0.02 -1.15 -0.05 -0.49
C -0.96 -0.10 0.03 0.10
N -0.46 1.08 0.06 -0.01
H 1.46 0.33 -0.04 0.39
H -2.03 -0.30 0.06 0.23
```

Output
2S+1   1
F_max   2.06 eV/Å
Gap between HOMO and LUMO   10.7 eV
Relative energy (zero: lowest compared OMol25 entry of this formula, charge and spin)   88.79 kcal per mole
Energy   -262.0224 Eh

6.
Molecular formula: C3H8O2
Method: DFT, ωB97M-V/def2-TZVPD

Structure (XYZ):
```
13
Properties=species:S:1:pos:R:3:nbo_charge:R:1
C 0.46 -0.44 -1.37 -0.55
C -0.06 -1.73 -1.34 0.34
O -0.35 -2.43 -0.11 -0.70
C -0.12 -2.70 -2.48 -0.69
H 1.00 0.06 -2.21 0.23
H 0.15 0.13 -0.39 0.19
H -0.28 -1.73 0.59 0.48
H 0.68 -3.46 -2.53 0.24
H -0.44 -2.26 -3.38 0.23
H -0.88 -3.37 -2.19 0.23
H 0.34 6.53 3.47 0.46
H -0.77 5.78 4.15 0.46
O 0.18 5.87 4.31 -0.92
```

Output
SMILES   C=C(C)O.O
2S+1   1
F_max   4.54 eV/Å
Gap between HOMO and LUMO   9.7 eV
Relative energy (zero: lowest compared OMol25 entry of this formula, charge and spin)   52.07 kcal per mole
Energy   -269.5119 Eh